Below is a molecular structure, C34H41ClGeI2N3O2RuS2Si, with properties calculated with the ωB97M-V functional and the def2-TZVPD basis.

Cartesian coordinates (Å):
Ru -1.38 -0.74 1.39
C -2.86 -2.87 -4.37
Si -1.27 -1.97 -3.97
C -1.52 -0.13 -4.16
C 0.07 -2.56 -5.14
C -0.81 -2.49 -2.21
C -0.47 -3.82 -1.97
C -0.22 -4.31 -0.69
C -0.37 -3.45 0.38
N -0.70 -2.18 0.17
C -0.88 -1.68 -1.06
S -1.30 -0.01 -0.84
H -3.20 -2.62 -5.38
H -3.65 -2.60 -3.67
H -2.73 -3.96 -4.32
H -1.79 0.08 -5.20
H -0.62 0.43 -3.92
H -2.32 0.23 -3.52
H -0.29 -2.48 -6.17
H 0.32 -3.61 -4.97
H 0.98 -1.97 -5.06
H -0.41 -4.50 -2.81
H 0.05 -5.34 -0.53
H -0.22 -3.74 1.42
I -2.64 1.48 2.74
C -3.01 3.17 1.51
I -4.15 2.78 -0.23
H -2.06 3.59 1.21
H -3.57 3.88 2.12
Cl -1.84 -1.38 3.80
S -3.52 -1.59 0.60
C -4.85 -1.74 1.68
N -6.04 -1.97 1.11
C -7.29 -2.08 1.86
C -6.99 -2.62 3.24
C -5.91 -1.77 3.89
N -4.77 -1.66 2.99
H -6.06 -1.95 0.11
H -7.95 -2.75 1.31
H -7.78 -1.11 1.93
H -6.63 -3.65 3.17
H -7.89 -2.62 3.85
H -5.56 -2.20 4.82
H -6.30 -0.77 4.11
H -3.82 -1.56 3.39
O 0.73 -1.62 2.51
C 1.03 -0.42 2.49
O 0.37 0.40 1.74
C 2.07 0.16 3.41
C 3.30 0.79 2.73
Ge 3.16 1.59 0.95
C 2.01 3.15 0.70
C 2.49 4.42 1.03
C 1.73 5.55 0.79
C 0.49 5.44 0.18
C 0.01 4.19 -0.18
C 0.76 3.05 0.10
C 2.77 0.23 -0.39
C 2.93 -1.12 -0.10
C 2.75 -2.09 -1.07
C 2.42 -1.72 -2.37
C 2.24 -0.38 -2.68
C 2.41 0.59 -1.69
C 4.98 2.24 0.57
C 6.01 2.21 1.51
C 7.28 2.67 1.19
C 7.54 3.18 -0.07
C 6.53 3.22 -1.02
C 5.26 2.76 -0.70
H 2.37 -0.63 4.09
H 1.56 0.92 3.99
H 4.09 0.04 2.63
H 3.72 1.56 3.38
H 3.47 4.52 1.48
H 2.11 6.53 1.07
H -0.09 6.33 -0.04
H -0.94 4.09 -0.69
H 0.37 2.07 -0.17
H 3.19 -1.43 0.91
H 2.88 -3.14 -0.82
H 2.30 -2.48 -3.13
H 1.98 -0.08 -3.68
H 2.26 1.63 -1.95
H 5.84 1.81 2.50
H 8.07 2.64 1.93
H 8.53 3.54 -0.32
H 6.72 3.62 -2.01
H 4.48 2.79 -1.45

The value obtained for the energy above the lowest of the compared OMol25 structures with the same formula, charge and spin is 4.1 kcal per mole. Its spin multiplicity is 2. As for the charge: 0. As for the expectation value of S²: 0.757. The value obtained for the LUMO energy (alpha / beta) is 0.0891 / -0.3157 eV. Its highest occupied orbital energy (alpha / beta) is -0.2848 / -0.2848 hartree.

Below is 2 unconnected molecules or ions with the total composition C5H8N2O3S, with properties calculated with the ωB97M-V functional and the def2-TZVPD basis.

Cartesian coordinates (Å):
O 2.16 2.72 0.36
C 2.23 1.34 0.20
C 3.27 0.51 0.39
C 2.78 -0.80 0.17
C 1.47 -0.69 -0.19
S 0.66 -2.20 -0.73
N 1.08 0.60 -0.09
O -0.22 0.95 -0.22
H 1.23 2.97 0.07
H 4.31 0.79 0.45
H 3.57 -1.66 0.02
H -0.41 -2.28 0.27
H -0.85 0.36 0.45
N -3.14 -0.19 -0.69
C -2.98 -0.31 0.65
O -1.91 -0.35 1.18
H -3.83 -0.67 -1.27
H -2.32 -0.01 -1.22
H -3.88 -0.36 1.30

As for the SMILES: Oc1ccc(S)n1O.NC=O. The value obtained for the energy above the lowest of the compared OMol25 structures with the same formula, charge and spin is 69.7 kcal per mole. As for the charge: 0. The value obtained for the LUMO energy is 0.4009 eV. Its highest occupied orbital energy is -0.2744 hartree.

Below is 9 unconnected molecules or ions with the total composition C30H72F6N8O6P, with properties calculated with the ωB97M-V functional and the def2-TZVPD basis.

Cartesian coordinates (Å):
P 9.15 -9.31 -8.66
F 7.59 -8.88 -8.77
F 9.46 -8.23 -7.47
F 8.74 -10.50 -7.65
F 10.63 -9.86 -8.62
F 8.87 -10.28 -9.89
F 9.63 -8.20 -9.77
C 6.83 -14.21 -13.60
C 7.71 -13.42 -12.60
N 8.57 -14.20 -11.62
C 9.44 -13.11 -11.09
C 9.96 -13.45 -9.66
C 9.27 -15.27 -12.31
C 10.18 -16.19 -11.44
H 7.42 -14.71 -14.37
H 6.10 -13.56 -14.07
H 6.29 -14.99 -13.06
H 8.28 -12.72 -13.21
H 7.01 -12.87 -11.97
H 10.17 -12.80 -11.84
H 8.78 -12.25 -10.91
H 9.05 -13.84 -9.20
H 10.70 -14.23 -9.49
H 10.32 -12.57 -9.12
H 9.71 -14.87 -13.22
H 8.51 -15.90 -12.77
H 10.23 -17.23 -11.78
H 9.66 -16.19 -10.48
H 11.11 -15.65 -11.32
C 10.65 -14.76 -3.76
C 11.64 -13.65 -3.66
N 11.17 -12.33 -4.19
C 9.91 -11.93 -3.57
C 9.89 -11.72 -2.05
C 11.13 -12.36 -5.69
C 12.56 -12.41 -6.33
H 11.08 -15.68 -3.38
H 10.63 -14.97 -4.84
H 9.68 -14.62 -3.28
H 11.84 -13.53 -2.59
H 12.61 -13.91 -4.08
H 9.61 -10.96 -3.97
H 9.20 -12.72 -3.83
H 10.18 -12.61 -1.49
H 10.64 -10.96 -1.83
H 8.94 -11.33 -1.68
H 10.61 -11.47 -6.06
H 10.49 -13.14 -6.10
H 13.19 -13.26 -6.05
H 13.14 -11.51 -6.11
H 12.49 -12.31 -7.41
C 6.62 -7.50 -6.23
O 6.82 -6.43 -5.61
N 5.44 -8.12 -6.39
C 5.31 -9.54 -6.75
C 4.25 -7.46 -6.04
H 7.39 -8.16 -6.65
H 4.65 -9.49 -7.61
H 4.81 -10.08 -5.94
H 6.30 -9.92 -6.99
H 4.22 -6.41 -5.76
H 3.53 -7.57 -6.85
H 3.91 -7.95 -5.12
C 4.04 -12.76 -8.71
O 3.47 -11.71 -8.45
N 5.31 -12.83 -9.10
C 5.88 -14.15 -9.42
C 6.18 -11.69 -9.24
H 3.56 -13.74 -8.53
H 5.32 -15.02 -9.08
H 6.89 -14.09 -9.00
H 5.99 -14.23 -10.50
H 5.77 -10.68 -9.33
H 6.93 -11.72 -8.45
H 6.67 -11.69 -10.22
C 8.85 -9.94 -12.92
O 9.47 -10.44 -13.85
N 7.50 -9.83 -12.85
C 6.85 -9.18 -11.71
C 6.63 -10.28 -13.92
H 9.27 -9.57 -11.97
H 6.39 -9.89 -11.04
H 6.12 -8.42 -12.01
H 7.53 -8.61 -11.08
H 6.24 -9.47 -14.53
H 7.20 -10.82 -14.68
H 5.87 -10.93 -13.48
C 10.22 -7.57 -4.52
O 9.36 -6.91 -3.93
N 11.26 -8.09 -3.85
C 12.19 -8.97 -4.54
C 11.44 -7.96 -2.39
H 10.28 -7.62 -5.62
H 11.98 -10.00 -4.25
H 13.25 -8.81 -4.36
H 12.13 -8.85 -5.62
H 11.39 -8.85 -1.75
H 12.40 -7.55 -2.08
H 10.63 -7.41 -1.90
C 13.11 -8.09 -8.68
O 13.34 -7.09 -7.96
N 14.05 -9.04 -9.05
C 13.72 -10.24 -9.80
C 15.33 -9.00 -8.42
H 12.14 -8.23 -9.18
H 14.39 -10.25 -10.66
H 12.72 -10.06 -10.21
H 13.76 -11.09 -9.12
H 15.44 -9.75 -7.63
H 16.10 -9.30 -9.13
H 15.60 -8.01 -8.03
C 5.30 -4.75 -8.24
O 6.14 -4.06 -7.67
N 5.61 -5.68 -9.11
C 4.61 -6.62 -9.64
C 7.00 -5.97 -9.51
H 4.21 -4.73 -8.09
H 4.49 -6.26 -10.66
H 3.66 -6.51 -9.13
H 4.96 -7.65 -9.53
H 7.61 -6.59 -8.86
H 6.98 -6.42 -10.51
H 7.41 -4.99 -9.76

Its spin multiplicity is 2. As for the charge: 0. As for the expectation value of S²: 0.756. The value obtained for the LUMO energy (alpha / beta) is -0.5501 / -5.3344 eV. Its highest occupied orbital energy (alpha / beta) is -0.2938 / -0.2938 hartree.

Below is a single C3H2N2O2 molecule, with properties calculated with the ωB97M-V functional and the def2-TZVPD basis.

Cartesian coordinates (Å):
O 1.75 0.67 1.44
C 1.01 1.07 0.61
C -0.15 0.28 0.00
C -0.48 -0.96 0.32
N -1.15 -1.54 -0.84
N -1.34 -0.64 -1.65
O -0.69 0.61 -1.17
H 1.11 2.14 0.16
H -0.06 -1.63 1.14

As for the SMILES: O=Cc1cnno1. The value obtained for the energy above the lowest of the compared OMol25 structures with the same formula, charge and spin is 63.9 kcal per mole. As for the charge: 0. The value obtained for the LUMO energy is -0.6288 eV. Its highest occupied orbital energy is -0.3994 hartree.

Below is a molecular structure, C36H36CoN3O3P2Se, with properties calculated with the ωB97M-V functional and the def2-TZVPD basis.

Cartesian coordinates (Å):
Co 1.28 -1.20 0.55
N 0.74 -1.76 2.47
C -0.18 -2.86 2.59
C -0.43 -3.48 3.81
C -1.36 -4.50 3.89
C -2.05 -4.91 2.75
C -1.80 -4.30 1.54
C -0.86 -3.27 1.45
P -0.31 -2.51 -0.11
C -0.16 -3.99 -1.16
C -1.17 -4.37 -2.04
C -1.06 -5.56 -2.75
C 0.05 -6.38 -2.57
C 1.05 -6.00 -1.69
C 0.95 -4.81 -0.99
C -1.72 -1.59 -0.77
C -1.63 -1.08 -2.07
C -2.65 -0.30 -2.58
C -3.76 0.00 -1.79
C -3.84 -0.49 -0.50
C -2.83 -1.29 0.01
H 1.56 -1.88 3.06
H 0.23 -0.91 2.76
H 0.10 -3.15 4.70
H -1.55 -4.98 4.84
H -2.78 -5.71 2.81
H -2.31 -4.63 0.64
H -2.04 -3.75 -2.18
H -1.84 -5.85 -3.44
H 0.14 -7.30 -3.13
H 1.92 -6.63 -1.55
H 1.74 -4.50 -0.32
H -0.74 -1.28 -2.66
H -2.57 0.10 -3.58
H -4.54 0.64 -2.18
H -4.70 -0.25 0.12
H -2.89 -1.66 1.03
O -0.97 0.34 2.64
C -0.69 0.94 1.59
N -1.15 2.19 1.32
C -0.70 2.66 0.03
C 0.08 1.39 -0.43
O 0.63 1.32 -1.52
N 0.10 0.48 0.57
C -1.84 3.07 -0.89
C -2.96 3.70 -0.36
C -4.01 4.10 -1.17
C -3.94 3.90 -2.54
C -2.82 3.28 -3.08
C -1.78 2.87 -2.27
C 0.35 3.77 0.17
C 0.90 4.08 1.40
C 1.92 5.02 1.51
C 2.41 5.65 0.37
C 1.87 5.33 -0.87
C 0.85 4.40 -0.97
H -1.90 2.59 1.86
H -3.03 3.89 0.71
H -4.87 4.59 -0.74
H -4.75 4.22 -3.18
H -2.76 3.12 -4.15
H -0.92 2.37 -2.69
H 0.53 3.59 2.29
H 2.33 5.26 2.48
H 3.20 6.38 0.45
H 2.24 5.82 -1.76
H 0.44 4.16 -1.94
C 5.29 -0.36 0.42
P 3.91 0.65 0.98
C 4.55 1.68 2.30
C 3.50 1.77 -0.35
O 2.77 -0.17 1.51
H 6.14 0.27 0.15
H 4.96 -0.94 -0.44
H 5.58 -1.04 1.22
H 5.39 2.29 1.95
H 4.89 1.06 3.13
H 3.75 2.34 2.65
H 4.40 2.27 -0.71
H 2.79 2.52 0.01
H 3.03 1.22 -1.16
Se 2.28 -1.64 -1.41

As for the charge: 0. The value obtained for the LUMO energy (alpha / beta) is 0.0764 / 0.1996 eV. Its highest occupied orbital energy (alpha / beta) is -0.2483 / -0.2473 hartree.

Below is a gas-phase ion, C3H7N2O (charge +1), with properties calculated with the ωB97M-V functional and the def2-TZVPD basis.

Cartesian coordinates (Å):
C -1.42 1.22 0.03
N -0.11 0.63 0.12
C 0.00 -0.68 0.15
C 1.23 -1.57 0.04
N -1.09 -1.43 0.96
O -1.71 -2.34 0.46
H -1.72 1.29 -0.99
H -1.24 2.14 0.37
H -2.15 0.53 0.46
H 0.58 1.30 -0.18
H 2.04 -1.03 0.53
H 1.43 -1.64 -0.99
H 0.97 -2.44 0.56

As for the SMILES: C/[NH+]=C(/C)N=O. The value obtained for the energy above the lowest of the compared OMol25 structures with the same formula, charge and spin is 114.9 kcal per mole. As for the charge: +1. The value obtained for the LUMO energy (alpha / beta) is -6.2783 / -6.2774 eV. Its highest occupied orbital energy (alpha / beta) is -0.5526 / -0.5526 hartree.

F_max
In order: 0.9 3.7 3.6 4.0 0.9 4.4
Unit: eV/Å